Density functional theory data (ωB97M-V/def2-TZVPD) for a gas-phase ion, C10H16F5O2S2 (charge +1).

Computed properties:
HOMO level: -0.507 Ha
E_tot: -1836.55874 Eh
Max |F|: 2.95 eV Å⁻¹
Charge: +1
Kohn-Sham gap: 9.84 eV
LUMO level: -3.9 eV

Cartesian coordinates (Å):
C: -0.94473 2.95145 0.79247
C: 2.01689 -1.45607 -0.77734
C: 2.51952 -2.66466 0.00541
H: 1.37723 -0.55015 1.04614
H: 0.95745 0.43512 -0.33489
H: -1.51548 -3.30365 2.72280
H: -0.33546 -2.34976 -0.07663
C: 1.01459 -0.59734 0.00990
C: -2.02650 0.69779 1.40931
H: -0.69416 4.54756 -1.83039
C: 2.77903 -3.85811 -0.93507
H: -2.94134 0.72168 1.99927
H: -2.22510 0.70368 0.33475
S: -2.39716 -2.33843 2.34603
H: -1.55346 2.29070 2.78442
F: 3.68271 -3.53768 -1.81665
H: -0.02028 2.77531 0.22918
H: -0.11820 1.49932 2.11575
O: -2.23107 1.69797 -1.72907
C: -0.38391 -1.27132 0.06618
S: -1.08704 -0.85933 1.71852
F: 3.65058 -2.30842 0.61905
H: 1.53385 -1.75795 -1.71144
H: -0.79133 3.90746 1.30423
F: 1.66888 -3.07950 0.96887
H: 2.87210 -0.83679 -1.04903
H: -1.05606 -0.84665 -0.68562
H: -0.44813 3.08107 -2.87675
F: 3.14795 -4.90543 -0.26332
C: -1.84932 2.73480 -1.34201
C: -1.15186 3.67500 -2.29614
O: -2.09841 3.06734 -0.02864
C: -1.11680 1.87664 1.87662
F: 1.67205 -4.16921 -1.59214
H: -1.90701 4.02756 -3.00376